1.
Here is a structure of composition C52H46N4NaO5S from the OMol25 dataset. Energies are from ωB97M-V/def2-TZVPD.

```
109
Properties=species:S:1:pos:R:3
Na -0.393 0.005 -0.485
C -7.932 4.844 3.341
O -6.597 5.280 3.486
C -5.624 4.473 2.959
C -5.872 3.307 2.248
C -4.802 2.572 1.741
C -3.480 2.958 1.923
C -3.264 4.125 2.666
C -4.309 4.875 3.172
C -2.394 2.135 1.322
C -1.374 2.757 0.560
C -1.004 4.179 0.542
C 0.153 4.275 -0.151
C 0.465 2.933 -0.651
N -0.485 2.077 -0.194
C 1.471 2.645 -1.596
C 1.618 1.422 -2.340
C 2.451 1.189 -3.512
C 2.201 -0.087 -3.918
C 1.272 -0.657 -2.956
C 0.888 -2.019 -2.888
C 1.202 -2.848 -4.093
C 0.511 -2.662 -5.281
C 0.766 -3.443 -6.408
C 1.738 -4.432 -6.345
O 2.063 -5.257 -7.388
C 1.324 -5.109 -8.581
C 2.452 -4.626 -5.167
C 2.182 -3.842 -4.061
C 0.239 -2.676 -1.807
N -0.201 -2.052 -0.688
C -0.727 -2.963 0.142
C -1.447 -2.662 1.352
C -1.673 -3.812 2.274
C -0.591 -4.498 2.811
C -0.764 -5.565 3.690
C -2.048 -5.962 4.036
O -2.334 -6.993 4.889
C -1.239 -7.702 5.429
C -3.146 -5.292 3.505
C -2.954 -4.234 2.637
C -1.950 -1.410 1.733
C -2.733 -1.105 2.928
C -3.069 0.204 2.854
C -2.452 0.731 1.629
N -1.814 -0.262 1.002
C -0.590 -4.281 -0.453
C -0.016 -4.100 -1.676
N 0.958 0.298 -2.043
C 2.476 3.722 -1.842
C 2.637 4.337 -3.087
C 3.608 5.297 -3.303
C 4.455 5.675 -2.267
O 5.400 6.618 -2.572
C 6.322 6.948 -1.554
C 4.299 5.105 -1.011
C 3.315 4.137 -0.817
H -8.553 5.577 3.851
H -8.083 3.862 3.797
H -8.224 4.795 2.288
H -6.879 2.960 2.067
H -5.008 1.674 1.171
H -2.251 4.429 2.900
H -4.122 5.770 3.751
H -1.526 5.000 1.007
H 0.717 5.174 -0.347
H 3.125 1.892 -3.977
H 2.629 -0.598 -4.767
H -0.246 -1.889 -5.328
H 0.200 -3.268 -7.312
H 1.711 -5.854 -9.272
H 1.455 -4.114 -9.016
H 0.258 -5.287 -8.416
H 3.215 -5.394 -5.141
H 2.742 -3.996 -3.147
H 0.412 -4.173 2.559
H 0.108 -6.058 4.098
H -1.662 -8.494 6.042
H -0.612 -7.058 6.051
H -0.621 -8.145 4.643
H -4.141 -5.621 3.779
H -3.813 -3.726 2.215
H -2.961 -1.788 3.732
H -3.615 0.782 3.584
H -0.919 -5.212 -0.016
H 0.212 -4.860 -2.408
H 1.969 4.066 -3.896
H 3.722 5.773 -4.269
H 7.042 7.628 -2.000
H 6.844 6.061 -1.186
H 5.829 7.446 -0.714
H 4.927 5.392 -0.181
H 3.201 3.686 0.162
C 4.024 0.199 1.376
C 2.646 -0.100 0.810
S 1.472 -0.691 2.054
O 2.257 -1.513 3.048
C 1.143 0.911 2.830
C 0.532 0.690 4.206
H 4.741 0.287 0.559
H 4.341 -0.603 2.043
H 4.046 1.132 1.941
H 2.679 -0.895 0.063
H 2.183 0.771 0.336
H 0.453 1.425 2.155
H 2.079 1.470 2.883
H -0.483 0.297 4.123
H 0.489 1.636 4.749
H 1.132 -0.018 4.778
```

Computed properties:
E_HOMO = -3.59 eV
E_LUMO = 0.0687 Ha
frontier orbital gap = 5.46 eV
total charge = -1

---

2.
Here is a structure of composition C52H46N8O2S3SbV from the OMol25 dataset. Energies are from ωB97M-V/def2-TZVPD.

```
113
Properties=species:S:1:pos:R:3
V -1.052 -0.154 0.178
C -1.796 2.354 -3.269
C -2.450 3.418 -2.661
C -2.439 3.513 -1.282
C -1.778 2.534 -0.551
N -1.159 1.489 -1.140
C -1.172 1.414 -2.472
C -1.615 2.519 0.903
C -1.903 3.534 1.797
C -1.511 3.386 3.123
C -0.792 2.262 3.508
C -0.554 1.273 2.571
N -1.023 1.380 1.309
C 0.285 0.085 2.692
C 0.902 -0.373 3.846
C 1.750 -1.464 3.774
C 1.961 -2.060 2.538
C 1.287 -1.563 1.439
N 0.455 -0.522 1.490
H -1.789 2.242 -4.344
H -2.966 4.160 -3.257
H -2.955 4.315 -0.772
H -0.674 0.557 -2.906
H -2.412 4.433 1.481
H -1.715 4.169 3.839
H -0.427 2.166 4.520
H 0.697 0.111 4.791
H 2.250 -1.834 4.659
H 2.623 -2.907 2.422
H 1.414 -2.032 0.481
N -0.616 -3.650 0.279
C -1.273 -3.125 1.328
N -1.730 -1.905 1.400
C -2.319 -1.670 2.647
C -2.999 -0.524 3.051
C -3.471 -0.443 4.350
C -3.292 -1.483 5.257
C -2.674 -2.655 4.857
C -2.205 -2.733 3.557
S -1.426 -4.086 2.783
H -0.580 -3.140 -0.598
H -0.436 -4.638 0.270
H -3.213 0.257 2.339
H -4.008 0.443 4.662
H -3.660 -1.394 6.270
H -2.568 -3.495 5.531
N -6.591 0.415 -5.706
C -6.090 0.174 -4.461
C -6.173 -1.100 -3.881
C -5.557 -1.368 -2.678
C -4.850 -0.366 -2.025
C -4.837 0.923 -2.540
C -5.446 1.197 -3.743
S -3.843 -0.686 -0.616
O -3.700 0.545 0.139
O -4.320 -1.847 0.079
N -2.305 -0.935 -1.138
C -1.863 -1.790 -2.069
S -2.856 -2.733 -3.178
C -1.412 -3.332 -3.926
C -0.327 -2.819 -3.316
N -0.572 -1.969 -2.261
H -7.159 -0.274 -6.164
H -6.652 1.358 -6.041
H -6.721 -1.880 -4.396
H -5.630 -2.353 -2.235
H -4.362 1.704 -1.966
H -5.432 2.201 -4.151
H -1.455 -4.019 -4.754
H 0.696 -3.010 -3.611
C 1.358 0.814 -4.811
C 2.768 0.283 -4.808
C 3.473 0.194 -6.006
C 4.768 -0.296 -6.045
C 5.376 -0.717 -4.873
C 4.685 -0.631 -3.674
C 3.388 -0.129 -3.626
Sb 2.451 0.099 -1.666
C 3.753 1.765 -1.127
C 4.405 2.466 -2.137
C 5.204 3.563 -1.841
C 5.368 3.957 -0.524
C 4.702 3.275 0.483
C 3.866 2.202 0.197
C 3.093 1.534 1.300
C 3.519 -1.703 -0.990
C 2.756 -2.839 -1.278
C 3.188 -4.114 -0.959
C 4.422 -4.277 -0.346
C 5.198 -3.163 -0.082
C 4.770 -1.867 -0.388
C 5.705 -0.735 -0.050
H 1.093 1.205 -5.792
H 1.244 1.615 -4.077
H 0.657 0.011 -4.566
H 2.998 0.520 -6.924
H 5.302 -0.345 -6.985
H 6.386 -1.105 -4.885
H 5.174 -0.955 -2.767
H 4.298 2.156 -3.168
H 5.702 4.098 -2.640
H 6.000 4.803 -0.284
H 4.826 3.585 1.514
H 3.368 1.947 2.270
H 3.275 0.455 1.323
H 2.021 1.695 1.151
H 1.796 -2.715 -1.765
H 2.570 -4.972 -1.193
H 4.778 -5.264 -0.082
H 6.177 -3.288 0.367
H 5.753 -0.590 1.032
H 5.401 0.198 -0.511
H 6.715 -0.975 -0.385
```

Computed properties:
E_HOMO (alpha / beta) = -9.17 / -10.18 eV
E_LUMO (alpha / beta) = -0.1033 / -0.1202 Ha
frontier orbital gap (alpha / beta) = 6.36 / 6.91 eV
spin multiplicity = 4
total charge = +1

---

3.
Here is a structure of composition C52H47BrFGaN4O8S2Si from the OMol25 dataset. Energies are from ωB97M-V/def2-TZVPD.

```
117
Properties=species:S:1:pos:R:3
Ga 0.083 0.013 -0.322
C -2.474 -7.113 1.189
C -3.578 -6.061 1.361
C -4.477 -6.296 2.572
C -3.689 -6.128 3.865
C -2.995 -4.793 3.870
C -2.655 -4.186 5.061
C -1.982 -2.971 5.055
F -1.646 -2.428 6.253
C -1.654 -2.334 3.885
C -1.997 -2.927 2.671
C -1.583 -2.256 1.418
O -1.101 -1.132 1.448
C -1.778 -3.056 0.234
C -2.484 -4.202 0.299
N -2.978 -4.743 1.448
C -2.665 -4.167 2.653
C -1.058 -2.733 -1.087
O -1.328 -3.454 -2.037
O -0.158 -1.854 -1.016
H -2.890 -8.118 1.174
H -1.738 -7.042 1.986
H -1.960 -6.936 0.246
H -4.203 -6.075 0.457
H -4.921 -7.292 2.513
H -5.282 -5.557 2.551
H -2.949 -6.930 3.954
H -4.353 -6.206 4.730
H -2.910 -4.652 6.002
H -1.135 -1.389 3.860
H -2.667 -4.750 -0.615
C 3.443 0.318 3.117
C 3.157 1.389 2.286
C 2.203 1.256 1.293
C 1.514 0.063 1.115
C 1.798 -0.993 1.965
C 2.758 -0.873 2.957
H 4.190 0.419 3.895
H 3.679 2.330 2.412
H 1.970 2.082 0.634
H 1.257 -1.923 1.852
H 2.968 -1.716 3.605
C -2.597 3.891 4.046
C -1.534 2.971 3.444
C -0.310 3.831 3.135
C -1.104 1.908 4.454
Si -2.102 2.122 1.785
O -0.900 1.460 1.065
C -2.848 3.544 0.732
C -1.955 4.401 0.099
C -2.388 5.450 -0.691
C -3.745 5.651 -0.879
C -4.653 4.804 -0.268
C -4.204 3.766 0.532
C -3.567 0.927 2.100
C -4.242 0.765 3.303
C -5.249 -0.171 3.457
C -5.613 -0.976 2.393
C -4.954 -0.834 1.181
C -3.944 0.102 1.044
H -2.208 4.413 4.927
H -3.490 3.348 4.344
H -2.899 4.639 3.313
H 0.133 4.226 4.054
H -0.589 4.670 2.501
H 0.434 3.237 2.613
H -0.693 2.366 5.360
H -0.338 1.283 4.002
H -1.933 1.265 4.740
H -0.900 4.221 0.226
H -1.674 6.117 -1.158
H -4.092 6.467 -1.500
H -5.715 4.964 -0.416
H -4.920 3.109 1.007
H -3.984 1.384 4.150
H -5.750 -0.272 4.414
H -6.403 -1.710 2.509
H -5.231 -1.461 0.343
H -3.417 0.200 0.106
N 2.091 4.482 -7.668
C 1.651 3.286 -7.090
C 2.376 2.110 -7.264
C 1.907 0.919 -6.736
C 0.715 0.901 -6.039
C -0.012 2.062 -5.859
C 0.444 3.252 -6.390
S 0.102 -0.597 -5.240
O 0.898 -1.695 -5.754
O -1.305 -0.635 -5.551
N 0.299 -0.296 -3.678
C 1.479 -0.350 -3.150
S 2.958 -0.643 -4.120
C 3.908 -0.386 -2.680
C 3.097 -0.149 -1.632
N 1.764 -0.138 -1.888
H 3.091 4.509 -7.812
H 1.759 5.302 -7.179
H 3.321 2.143 -7.794
H 2.454 -0.003 -6.848
H -0.933 2.001 -5.300
H -0.108 4.173 -6.247
H 4.979 -0.428 -2.716
H 3.428 0.026 -0.624
Br 0.481 4.260 -2.887
C -1.291 3.706 -3.189
C -2.082 4.526 -3.978
C -3.391 4.168 -4.232
C -3.905 2.991 -3.710
C -3.104 2.173 -2.936
C -1.787 2.527 -2.660
C -0.962 1.638 -1.782
O -1.489 0.552 -1.442
O 0.150 2.021 -1.409
H -1.669 5.440 -4.383
H -4.011 4.823 -4.829
H -4.934 2.724 -3.906
H -3.476 1.244 -2.528
```

Computed properties:
E_HOMO = -2.33 eV
E_LUMO = 0.1293 Ha
frontier orbital gap = 5.85 eV
total charge = -2

---

4.
Here is a structure of composition C52H47N4O3P2Ti from the OMol25 dataset. Energies are from ωB97M-V/def2-TZVPD.

```
109
Properties=species:S:1:pos:R:3
Ti -1.366 0.026 0.237
C -0.912 5.459 1.733
C -0.286 4.541 0.901
C -0.686 3.218 0.927
C -1.688 2.813 1.802
C -2.320 3.730 2.642
C -1.930 5.054 2.595
N -1.981 1.425 1.837
N -2.569 1.006 2.855
C -2.803 -0.374 2.855
C -3.404 -0.939 3.958
C -3.637 -2.307 3.951
C -3.253 -3.046 2.842
C -2.635 -2.404 1.785
N -2.388 -1.086 1.789
H -0.611 6.498 1.711
H 0.504 4.854 0.231
H -0.191 2.500 0.280
H -3.106 3.403 3.308
H -2.417 5.779 3.231
H -3.680 -0.302 4.786
H -4.116 -2.788 4.794
H -3.428 -4.111 2.788
H -2.334 -2.947 0.901
C 2.320 -0.587 -0.669
N 2.925 0.106 0.432
C 2.137 0.791 1.413
P 0.674 -0.211 1.954
C 1.282 -1.906 2.039
C 2.391 -2.193 2.836
C 2.899 -3.482 2.871
C 2.302 -4.488 2.119
C 1.201 -4.207 1.321
C 0.695 -2.916 1.280
C 0.364 0.315 3.651
C -0.046 -0.617 4.605
C -0.289 -0.208 5.908
C -0.124 1.124 6.263
C 0.297 2.052 5.318
C 0.543 1.653 4.014
C 4.342 0.166 0.503
C 4.977 1.288 1.028
C 6.363 1.332 1.098
C 7.126 0.276 0.624
C 6.492 -0.834 0.088
C 5.107 -0.899 0.036
P 0.783 0.190 -1.322
C 0.445 -0.789 -2.807
C 0.087 -0.170 -4.003
C -0.164 -0.939 -5.132
C -0.044 -2.320 -5.076
C 0.312 -2.941 -3.886
C 0.543 -2.183 -2.749
C 1.278 1.850 -1.843
C 2.631 2.201 -1.863
C 3.015 3.449 -2.330
C 2.064 4.352 -2.785
C 0.717 4.011 -2.765
C 0.325 2.771 -2.289
H 2.072 -1.631 -0.453
H 3.012 -0.604 -1.517
H 1.783 1.783 1.093
H 2.743 0.943 2.308
H 2.858 -1.415 3.429
H 3.762 -3.702 3.483
H 2.701 -5.493 2.152
H 0.743 -4.992 0.734
H -0.146 -2.695 0.629
H -0.148 -1.663 4.340
H -0.585 -0.934 6.654
H -0.297 1.436 7.284
H 0.450 3.085 5.603
H 0.891 2.383 3.293
H 4.400 2.140 1.370
H 6.847 2.207 1.511
H 8.205 0.318 0.673
H 7.078 -1.668 -0.277
H 4.627 -1.791 -0.348
H 0.044 0.910 -4.071
H -0.416 -0.453 -6.065
H -0.208 -2.914 -5.966
H 0.423 -4.017 -3.846
H 0.815 -2.685 -1.829
H 3.397 1.519 -1.520
H 4.064 3.711 -2.344
H 2.372 5.320 -3.156
H -0.026 4.713 -3.120
H -0.726 2.522 -2.264
C -4.468 -4.111 -5.483
O -3.698 -3.885 -4.279
C -3.577 -2.680 -3.785
C -4.138 -1.518 -4.374
C -3.946 -0.314 -3.774
C -3.194 -0.179 -2.572
C -2.990 1.071 -1.994
C -3.499 2.346 -2.577
O -2.305 1.209 -0.887
C -2.636 -1.374 -2.005
O -1.899 -1.299 -0.881
C -2.828 -2.586 -2.597
H -4.410 -5.177 -5.664
H -4.030 -3.567 -6.319
H -5.504 -3.816 -5.328
H -4.715 -1.586 -5.282
H -4.377 0.567 -4.228
H -4.538 2.262 -2.889
H -2.911 2.605 -3.463
H -3.404 3.142 -1.844
H -2.398 -3.484 -2.177
```

Computed properties:
E_HOMO = -14.36 eV
E_LUMO = -0.3545 Ha
frontier orbital gap = 4.71 eV
total charge = +3

---

The records above yield energy relative to the best compared isomer or geometry (same formula, charge and spin) values of 0.0, 26.1, 34.3, 0.0 kcal per mole, respectively.